Record 1
Here is the molecule C23H24N4O2 from the Open Molecules 2025 dataset. Energies are from ωB97M-V/def2-TZVPD.

Element x y z (Å)
C  -5.4295  -3.6779  1.5463
C  -5.5710  -2.4552  0.6959
N  -4.4565  -1.8596  0.3119
C  -4.5656  -0.7614  -0.4508
N  -5.7233  -0.2190  -0.8535
C  -6.8272  -0.8251  -0.4609
C  -6.8233  -1.9637  0.3257
H  -7.7344  -2.4456  0.6386
H  -7.7509  -0.3689  -0.7964
N  -3.4246  -0.1844  -0.8733
C  -3.4219  1.0758  -1.5751
H  -4.4485  1.3036  -1.8596
H  -2.8098  0.9671  -2.4794
C  -2.8436  2.1802  -0.6903
H  -3.4907  2.3398  0.1729
H  -2.7946  3.1157  -1.2489
C  -1.4492  1.7868  -0.2013
C  -1.5299  0.4401  0.5323
H  -2.1626  0.5483  1.4153
H  -0.5369  0.1180  0.8512
C  -2.1354  -0.6148  -0.3956
H  -2.2695  -1.5609  0.1283
H  -1.4737  -0.7659  -1.2577
C  -0.9032  2.8279  0.7627
O  -1.6015  3.6223  1.3536
N  0.4382  2.7885  1.0053
C  1.4217  1.9442  0.4518
C  1.6947  1.9511  -0.9131
C  2.6638  1.1188  -1.4345
C  3.3919  0.2753  -0.5988
C  3.1362  0.2797  0.7694
C  2.1621  1.1117  1.2852
H  1.9635  1.1104  2.3469
H  3.6893  -0.3770  1.4243
O  4.2828  -0.5690  -1.1957
C  5.4026  -0.9939  -0.5229
C  6.1297  -0.1677  0.3268
C  7.2865  -0.6427  0.9174
C  7.7284  -1.9298  0.6627
C  7.0109  -2.7447  -0.1971
C  5.8508  -2.2831  -0.7897
H  5.2808  -2.9033  -1.4637
H  7.3536  -3.7470  -0.4058
H  8.6316  -2.2939  1.1280
H  7.8482  0.0025  1.5763
H  5.7942  0.8425  0.5125
H  2.8784  1.1130  -2.4914
H  1.1619  2.6282  -1.5633
H  0.7273  3.3582  1.7913
H  -0.7793  1.6760  -1.0566
H  -4.3778  -3.8847  1.7212
H  -5.8884  -4.5319  1.0508
H  -5.9332  -3.5302  2.5001

Forces on atoms 1 to 3 (eV/Å):
C 0.00 0.01 -0.01
C -0.27 0.12 -0.07
N 0.22 -0.07 0.12

Values from the calculation:
HOMO	-8.00	eV
SMILES	Cc1ccnc(N2CCC(C(=O)Nc3ccc(Oc4ccccc4)cc3)CC2)n1
Kohn-Sham gap	8.70	eV
net charge	0

Record 2
Here is the molecule C23H24N4O3S from the Open Molecules 2025 dataset. Energies are from ωB97M-V/def2-TZVPD.

Element x y z (Å)
C  -4.4863  -2.2700  0.5474
C  -4.3248  -0.8112  0.2362
C  -5.4264  -0.0780  -0.1921
C  -5.3359  1.2774  -0.4463
C  -4.1327  1.9368  -0.2574
C  -3.0228  1.2285  0.1604
C  -3.1086  -0.1408  0.3810
N  -1.9480  -0.8245  0.8365
C  -1.2547  -1.7442  0.1271
O  -0.3270  -2.3542  0.6367
C  -1.6443  -1.9257  -1.3249
H  -2.7229  -1.8848  -1.4562
C  -0.9880  -0.8208  -2.1697
C  0.5093  -1.0121  -2.1550
O  1.0549  -2.0193  -2.5396
N  1.2918  0.0122  -1.6643
C  0.9842  1.2664  -1.2207
N  -0.1496  1.8698  -1.2921
C  -0.0843  3.1245  -0.7805
C  1.1258  3.5067  -0.3132
S  2.2721  2.2340  -0.5057
H  1.4124  4.4347  0.1353
H  -0.9745  3.7259  -0.7834
H  2.2731  -0.2448  -1.5910
H  -1.2589  0.1686  -1.8068
H  -1.3233  -0.9297  -3.2034
H  -1.2665  -2.8953  -1.6541
C  -1.4682  -0.4936  2.1700
H  -2.2079  0.1506  2.6468
C  -0.1318  0.2643  2.1087
O  -0.0805  1.4624  1.9080
N  0.9394  -0.5111  2.3366
H  0.8186  -1.5139  2.3078
C  2.2864  0.0050  2.3661
C  3.1914  -0.4912  1.2638
C  4.4177  0.1429  1.0858
C  5.2891  -0.2699  0.0959
C  4.9466  -1.3256  -0.7344
C  3.7320  -1.9653  -0.5611
C  2.8583  -1.5541  0.4362
H  1.9109  -2.0612  0.5352
H  3.4461  -2.7812  -1.2072
H  5.6238  -1.6465  -1.5119
H  6.2355  0.2347  -0.0310
H  4.6838  0.9701  1.7279
H  2.2045  1.0951  2.3099
H  2.7377  -0.2525  3.3343
H  -1.3488  -1.4157  2.7482
H  -2.0787  1.7216  0.3287
H  -4.0601  2.9990  -0.4334
H  -6.2077  1.8213  -0.7777
H  -6.3723  -0.5862  -0.3141
H  -3.5723  -2.7004  0.9475
H  -4.7672  -2.8259  -0.3469
H  -5.2823  -2.4029  1.2790

Forces on atoms 1 to 3 (eV/Å):
C 0.02 0.01 -0.01
C 0.10 0.05 0.05
C 0.03 0.04 -0.02

Values from the calculation:
HOMO	-8.34	eV
SMILES	Cc1ccccc1N(CC(=O)NCc1ccccc1)C(=O)CCC(=O)Nc1nccs1
Kohn-Sham gap	9.03	eV
net charge	0

Record 3
Here is a structure of composition C23H24N6O8Zr from the Open Molecules 2025 dataset. Energies are from ωB97M-V/def2-TZVPD.

Element x y z (Å)
Zr  -0.5243  0.2566  0.4161
O  -2.0319  2.0011  1.0359
C  -3.2822  2.0739  0.3390
C  -2.9649  1.9198  -1.1283
N  -2.2979  0.6286  -1.3870
C  -3.2238  -0.5057  -1.3100
C  -3.0823  -1.3253  -0.0270
O  -3.7141  -2.3330  0.1395
O  -2.2308  -0.7998  0.8400
C  -1.4260  0.6667  -2.5853
C  -0.0523  0.7843  -1.9636
O  0.9814  1.4301  -2.7516
O  0.2974  -0.3734  -1.3452
H  -2.1541  1.9008  1.9895
H  -3.7469  3.0448  0.5236
H  -3.9491  1.2865  0.7013
H  -2.2862  2.7141  -1.4313
H  -3.8864  1.9934  -1.7183
H  -3.0779  -1.1789  -2.1540
H  -4.2608  -0.1584  -1.3588
H  -1.6492  1.4991  -3.2540
H  -1.4985  -0.2715  -3.1322
N  0.3012  -1.8781  1.3867
C  1.2002  -2.6759  0.6119
C  2.5379  -2.7335  0.8575
C  3.3832  -3.4844  0.0037
C  2.8773  -4.1489  -1.0730
C  1.4853  -4.1076  -1.3408
C  0.8738  -4.7777  -2.4268
C  -0.4758  -4.6967  -2.5929
C  -1.2350  -3.9364  -1.6711
N  -0.7050  -3.2898  -0.6686
C  0.6393  -3.3733  -0.4935
H  0.6446  -1.7378  2.3319
H  -0.6030  -2.3514  1.4371
H  2.9586  -2.2044  1.7028
H  4.4427  -3.5180  0.2167
H  3.5250  -4.7151  -1.7297
H  1.4870  -5.3494  -3.1126
H  -0.9752  -5.2018  -3.4077
H  -2.3142  -3.8764  -1.7663
C  3.3968  0.8365  2.6922
C  2.0493  1.2586  2.1506
C  1.9533  2.7567  1.9380
O  1.7751  0.5565  0.8996
C  0.8996  0.7931  3.0510
O  1.0565  0.4894  4.2051
O  -0.2619  0.7565  2.4180
H  4.1980  1.2644  2.0883
H  3.4986  -0.2478  2.6958
H  3.4995  1.1873  3.7171
H  2.7283  3.0920  1.2454
H  2.1107  3.2727  2.8855
H  0.9868  3.0623  1.5390
H  2.2677  0.9610  0.1750
N  -0.0103  1.9236  -0.9810
C  0.9250  2.4112  -1.8049
C  1.6663  3.5712  -1.8539
C  2.6067  3.7513  -2.9045
N  3.3590  3.8813  -3.7657
C  1.4223  4.5896  -0.8952
N  1.2164  5.4166  -0.1201

Forces on atoms 1 to 3 (eV/Å):
Zr -0.15 0.53 1.07
O 0.12 -0.18 -0.08
C -0.04 0.04 0.11

Values from the calculation:
HOMO	-8.42	eV
Kohn-Sham gap	8.15	eV
net charge	0

Record 4
Here is a structure of composition C23H24N6OSeTi from the Open Molecules 2025 dataset. Energies are from ωB97M-V/def2-TZVPD.

Element x y z (Å)
Ti  0.5069  -0.0602  0.1041
C  0.0227  0.6291  4.4440
C  -0.6074  1.2323  3.2322
C  -0.6830  2.6175  3.0924
C  -1.3504  3.1880  2.0209
C  -1.9244  2.3857  1.0456
C  -1.8700  0.9979  1.1594
C  -1.2216  0.4269  2.2653
H  0.1767  -0.4432  4.3366
H  -0.6270  0.7923  5.3043
H  0.9706  1.1144  4.6653
H  -0.2672  3.2495  3.8623
H  -1.4586  4.2596  1.9713
H  -2.4895  2.8397  0.2466
H  -2.5008  0.3771  0.5212
H  -1.3509  -0.6299  2.4898
O  0.9404  -3.2339  2.4439
C  0.4987  -2.3656  1.7282
N  1.0738  -1.1547  1.4940
C  2.4934  -1.0649  1.7848
C  3.1749  -0.9652  0.4415
C  4.5447  -1.0785  0.2548
C  5.0468  -1.0460  -1.0386
C  4.1593  -0.9562  -2.1066
C  2.8111  -0.8011  -1.8400
N  2.3281  -0.7811  -0.5921
C  -0.7629  -2.5521  0.9128
C  -1.6621  -3.5786  1.1733
C  -2.7298  -3.7622  0.3066
C  -2.8270  -2.9493  -0.8147
C  -1.8881  -1.9475  -0.9993
N  -0.8824  -1.7287  -0.1444
H  2.8233  -1.9655  2.3267
H  2.7193  -0.1892  2.4132
H  5.1992  -1.2085  1.1046
H  6.1111  -1.1125  -1.2094
H  4.5007  -0.9877  -3.1290
H  2.0849  -0.7018  -2.6407
H  -1.5151  -4.2060  2.0396
H  -3.4634  -4.5300  0.4907
H  -3.6203  -3.0845  -1.5335
H  -1.9452  -1.2991  -1.8666
C  -1.5933  1.2990  -4.7695
N  -1.6732  1.6778  -3.3687
C  -2.5825  2.7540  -3.0049
C  -0.9637  1.1400  -2.4632
N  -0.3754  0.6330  -1.5897
H  -1.2254  2.1318  -5.3717
H  -2.5937  1.0371  -5.1180
H  -0.9313  0.4453  -4.8985
H  -3.5779  2.5207  -3.3839
H  -2.2558  3.6998  -3.4393
H  -2.6248  2.8643  -1.9232
Se  1.5876  2.0878  0.7335
C  2.0201  2.0456  -1.0203
N  2.2496  1.9373  -2.1437

Forces on atoms 1 to 3 (eV/Å):
Ti -0.10 0.87 -0.19
C -0.01 -0.01 0.09
C 0.01 0.19 -0.13

Values from the calculation:
HOMO	-14.78	eV
Kohn-Sham gap	7.04	eV
net charge	+2

Record 5
Here is a structure of composition C23H24N6PtS2Sb from the Open Molecules 2025 dataset. Energies are from ωB97M-V/def2-TZVPD.

Element x y z (Å)
Pt  0.1687  0.3374  -0.3132
C  -2.6735  -0.0646  1.6945
C  -1.6491  -1.0802  2.0961
C  -1.9811  -2.0362  3.0578
C  -1.0471  -2.9620  3.4616
C  0.2293  -2.8933  2.9174
C  0.5037  -1.9267  1.9660
N  -0.4288  -1.0550  1.5421
Sb  2.5634  -1.8355  1.3389
C  2.7077  0.3007  1.5262
C  3.7494  0.8238  2.2706
C  3.7490  2.1778  2.5755
C  2.6741  2.9439  2.1782
C  1.6505  2.3710  1.4304
C  0.4407  3.1759  1.0673
N  1.7099  1.0763  1.0686
C  2.2439  -1.9534  -0.7744
C  3.1311  -2.7903  -1.4298
C  2.9628  -3.0289  -2.7847
C  1.8840  -2.4520  -3.4138
C  1.0084  -1.6249  -2.7106
C  -0.1817  -1.0730  -3.4259
N  1.2159  -1.3594  -1.4055
H  -3.3377  0.1401  2.5325
H  -3.2806  -0.4309  0.8662
H  -2.2077  0.8655  1.3749
H  -2.9776  -2.0310  3.4777
H  -1.2934  -3.7125  4.2011
H  1.0030  -3.5794  3.2369
H  4.5400  0.1759  2.6251
H  4.5538  2.6138  3.1525
H  2.6033  3.9875  2.4520
H  0.2974  3.9865  1.7802
H  -0.4582  2.5525  1.0731
H  0.5500  3.5996  0.0701
H  3.9415  -3.2537  -0.8826
H  3.6484  -3.6659  -3.3276
H  1.6911  -2.6332  -4.4615
H  -0.1515  -1.3696  -4.4717
H  -0.2050  0.0121  -3.3660
H  -1.1011  -1.4508  -2.9822
C  1.8030  4.1474  -4.1693
N  0.4709  3.7144  -3.7822
C  -0.7287  4.2198  -4.2621
C  -1.7206  3.5430  -3.6515
N  -1.1151  2.6291  -2.8127
C  0.2213  2.7289  -2.8986
S  1.4045  1.8094  -2.0812
H  1.7070  4.9610  -4.8822
H  2.3454  3.3217  -4.6259
H  2.3525  4.4891  -3.2941
H  -0.7588  5.0129  -4.9868
H  -2.7889  3.6185  -3.7376
H  -1.5681  1.9285  -2.2304
S  -4.2953  -0.0585  -2.1904
C  -2.8082  0.0898  -1.6089
N  -1.7100  0.2194  -1.2071

Forces on atoms 1 to 3 (eV/Å):
Pt 0.10 0.00 -0.05
C 0.00 0.01 0.01
C -0.01 -0.01 -0.01

Values from the calculation:
spin multiplicity	3
HOMO (spin up / spin down)	-9.87 / -10.47	eV
<S²>	2.01
Kohn-Sham gap (spin up / spin down)	7.20 / 6.81	eV
net charge	+1

Record 6
Here is a structure of composition C23H25BBrClN5O5RuS from the Open Molecules 2025 dataset. Energies are from ωB97M-V/def2-TZVPD.

Element x y z (Å)
Ru  -0.6075  -0.1893  0.3395
B  -2.5459  1.6997  -2.0268
N  -2.8442  1.6039  -0.4931
C  -4.0262  1.8430  0.0712
C  -3.8591  1.9899  1.4416
C  -2.4994  1.8167  1.6371
N  -1.8797  1.6052  0.4618
N  -1.4638  0.6564  -2.4498
C  -1.3720  0.0814  -3.6472
C  -0.1526  -0.5763  -3.7480
C  0.4600  -0.3530  -2.5271
N  -0.3284  0.4136  -1.7518
H  -3.5650  1.4214  -2.6039
H  -2.1488  2.8116  -2.2751
H  -4.9097  1.9143  -0.5407
H  -4.6174  2.1810  2.1796
H  -1.9232  1.8096  2.5467
H  -2.1713  0.1935  -4.3606
H  0.2222  -1.1434  -4.5809
H  1.3984  -0.7228  -2.1434
Cl  -0.7192  -6.9198  3.0240
C  0.0010  -5.5623  2.2165
C  0.8322  -5.7774  1.1277
C  1.3856  -4.6873  0.4780
C  1.1099  -3.3909  0.9016
C  0.2867  -3.2011  2.0051
C  -0.2740  -4.2820  2.6676
C  1.6920  -2.2470  0.1168
O  2.4919  -2.4406  -0.7742
O  1.2778  -1.0413  0.4518
H  1.0303  -6.7858  0.7921
H  2.0280  -4.8223  -0.3815
H  0.0594  -2.2041  2.3606
H  -0.9289  -4.1349  3.5155
C  1.0386  2.4406  4.4937
C  1.4876  0.9898  4.5309
S  1.4739  0.1551  2.9300
O  0.0748  0.4810  2.4058
C  2.6494  1.2166  2.0189
C  1.9782  2.1843  1.0608
H  0.8545  2.7958  5.5070
H  0.1149  2.5388  3.9254
H  1.7925  3.0873  4.0451
H  0.8376  0.3807  5.1605
H  2.5089  0.8710  4.9003
H  3.3047  0.5253  1.4921
H  3.2312  1.7490  2.7717
H  1.3970  1.6639  0.3002
H  2.7518  2.7475  0.5384
H  1.3259  2.8862  1.5769
Br  -6.1951  -5.1846  2.1853
C  -4.6213  -4.9316  1.1735
C  -4.0397  -6.0166  0.5331
N  -2.9301  -5.8994  -0.1949
C  -2.3670  -4.7014  -0.3124
C  -2.8854  -3.5713  0.3036
C  -4.0404  -3.6816  1.0734
C  -2.1609  -2.2837  0.1941
O  -2.4252  -1.3393  1.0014
O  -1.2401  -2.1443  -0.6528
H  -4.4814  -7.0027  0.6121
H  -1.4623  -4.6261  -0.9044
H  -4.4502  -2.8166  1.5757

Forces on atoms 1 to 3 (eV/Å):
Ru -0.10 -0.19 -0.14
B 0.03 0.04 0.00
N 0.08 0.05 -0.07

Values from the calculation:
spin multiplicity	6
HOMO (spin up / spin down)	-8.53 / -9.00	eV
<S²>	8.76
Kohn-Sham gap (spin up / spin down)	8.64 / 7.50	eV
net charge	0

For reference, F_max by record: 0.8; 1.1; 1.2; 1.7; 0.1; 0.4 eV/Å.
For reference, ΔE to the lowest compared entry with this formula, charge and spin by record: 0.945; 0.102; 0.000; 1.042; 0.000; 0.000 eV.